No. 1
{"formula": "C3H5FO", "method": "ωB97M-V/def2-TZVPD", "species": ["C", "C", "O", "C", "F", "H", "H", "H", "H", "H"], "xyz": [[1.2907, 0.0091, 0.0491], [-0.1544, -0.1786, 0.4498], [-0.8563, -1.2747, -0.0953], [-1.2617, 0.2592, -0.4196], [-2.4178, 0.6112, 0.1288], [1.5140, 1.0655, -0.0790], [1.4729, -0.5127, -0.8870], [1.9486, -0.3921, 0.8143], [-0.3482, -0.0492, 1.5151], [-1.1878, 0.4623, -1.4762]], "forces_ev_per_angstrom": [[-0.277, -0.089, 0.019], [-0.053, 0.617, -0.061], [-0.999, 2.523, -0.932], [1.201, -3.403, 1.048], [-0.146, 0.114, 0.001], [0.067, 0.104, 0.023], [0.057, 0.008, -0.086], [0.101, -0.083, 0.012], [-0.006, 0.147, 0.001], [0.055, 0.062, -0.026]], "nbo_charge": [-0.641, 0.029, -0.521, 0.421, -0.310, 0.218, 0.225, 0.221, 0.184, 0.175], "charge": 0, "largest_force_ev_per_a": 3.76, "homo_energy_ha": -0.3850, "smiles": "C[C@@H]1O[C@H]1F", "lumo_ev": 1.121}



No. 2
{"formula": "C15H33BBr10I2N", "method": "ωB97M-V/def2-TZVPD", "species": ["C", "C", "I", "C", "I", "B", "C", "C", "N", "H", "H", "H", "H", "H", "H", "H", "H", "H", "H", "H", "H", "H", "Br", "C", "C", "Br", "H", "H", "H", "H", "Br", "C", "C", "Br", "H", "H", "H", "H", "Br", "C", "C", "Br", "H", "H", "H", "H", "Br", "C", "C", "Br", "H", "H", "H", "H", "Br", "C", "C", "Br", "H", "H", "H", "H"], "xyz": [[0.0659, 0.3355, -0.5606], [-0.9852, 0.2081, -1.7123], [0.1640, 0.6244, -3.5460], [-1.6493, -1.2103, -1.8678], [-1.0932, -2.6357, -0.2747], [-3.2824, -1.1277, -2.0722], [-4.0801, -0.4270, -0.8130], [-5.3236, 0.3183, -1.4228], [-6.4398, 0.4856, -0.4499], [0.4420, 1.3798, -0.5950], [-0.3725, 0.1982, 0.4382], [0.9376, -0.3013, -0.7647], [-1.7491, 0.9817, -1.5352], [-1.2482, -1.6433, -2.8048], [-3.4931, -0.4733, -3.0762], [-3.7594, -2.2304, -2.2378], [-4.4576, -1.1874, -0.0985], [-3.4911, 0.3331, -0.2488], [-5.7081, -0.3540, -2.2185], [-4.9878, 1.2678, -1.8862], [-6.3164, 1.4039, -0.0264], [-7.3251, 0.5706, -0.9445], [0.0109, -2.0263, 4.9047], [1.6250, -3.0206, 4.4542], [1.6457, -3.4116, 3.0000], [0.4623, -4.9164, 2.6471], [1.6678, -3.8739, 5.1252], [2.4485, -2.3436, 4.6788], [2.6375, -3.7553, 2.7117], [1.3378, -2.6092, 2.3360], [5.9222, -2.4985, 3.2305], [5.8419, -0.8817, 2.1482], [4.4274, -0.3899, 1.9994], [3.4309, -1.4605, 0.7150], [6.3148, -1.1136, 1.1979], [6.4453, -0.1537, 2.6823], [4.4135, 0.6226, 1.5981], [3.8697, -0.4135, 2.9319], [-2.6952, -2.3655, -5.6477], [-4.1774, -1.8119, -6.7772], [-5.3104, -1.2605, -5.9506], [-6.3204, -2.6845, -5.0875], [-4.4648, -2.6727, -7.3749], [-3.7683, -1.0411, -7.4292], [-6.0310, -0.7442, -6.5840], [-4.9743, -0.5895, -5.1628], [-0.5031, 4.0885, -0.4010], [-1.9751, 4.5676, -1.5818], [-3.1490, 5.1062, -0.8074], [-4.1338, 3.6738, 0.0713], [-2.2178, 3.6786, -2.1588], [-1.5713, 5.3290, -2.2473], [-3.8660, 5.5774, -1.4783], [-2.8605, 5.8134, -0.0348], [8.0355, -0.4785, 6.1830], [9.1284, 0.7347, 5.1198], [8.5814, 2.1414, 5.1392], [7.0281, 2.3441, 3.9833], [9.1919, 0.3095, 4.1219], [10.1127, 0.7102, 5.5845], [9.3169, 2.8414, 4.7461], [8.2749, 2.4616, 6.1308]], "forces_ev_per_angstrom": [[0.107, 1.277, -0.966], [0.650, -1.221, 1.636], [-0.504, 0.278, 0.271], [-0.078, 0.762, -1.255], [-0.082, 0.177, -0.389], [0.061, -0.004, 1.048], [-0.779, 0.770, -0.361], [0.316, -1.422, 0.264], [0.194, 0.779, -0.223], [-0.118, -0.509, 0.092], [0.065, -0.325, -0.429], [-0.462, -0.068, 0.400], [0.239, -0.209, -0.660], [0.029, -0.246, 0.881], [0.250, 0.344, -0.398], [0.039, -0.256, -0.177], [0.232, 0.484, -0.230], [-0.161, -0.411, -0.042], [0.165, 0.479, 0.222], [-0.227, -0.354, 0.100], [-0.071, -0.183, 0.285], [0.114, -0.075, -0.076], [0.024, -0.074, 0.041], [-0.021, 0.259, 0.005], [-0.017, -0.315, 0.011], [-0.018, 0.059, 0.020], [-0.009, -0.007, -0.077], [0.014, -0.042, -0.063], [0.002, 0.063, 0.051], [-0.065, -0.027, 0.057], [-0.002, -0.060, -0.070], [0.071, -0.019, 0.211], [-0.136, -0.008, -0.342], [0.078, 0.089, 0.011], [-0.118, -0.012, -0.004], [-0.025, 0.048, 0.049], [0.066, -0.023, 0.037], [0.091, 0.001, 0.010], [-0.006, -0.118, -0.133], [0.325, 0.089, 0.150], [-0.256, -0.022, -0.059], [0.049, 0.074, 0.015], [-0.083, 0.042, 0.052], [-0.086, 0.034, 0.035], [0.048, -0.030, -0.030], [0.102, -0.124, 0.033], [-0.095, 0.038, -0.041], [0.246, 0.096, 0.016], [-0.301, -0.162, -0.031], [0.096, 0.082, 0.044], [-0.036, 0.011, 0.058], [-0.053, 0.005, 0.027], [0.068, -0.022, -0.035], [0.071, -0.039, -0.049], [0.018, 0.071, -0.134], [-0.030, -0.087, 0.315], [0.035, 0.057, -0.248], [0.001, 0.010, 0.102], [-0.048, 0.098, 0.004], [-0.018, 0.056, -0.031], [0.017, -0.065, 0.012], [0.021, -0.093, -0.010]], "nbo_charge": [-0.661, -0.260, -0.024, -0.504, -0.036, -0.166, -0.646, -0.206, -0.843, 0.202, 0.228, 0.215, 0.214, 0.212, -0.065, -0.035, 0.210, 0.164, 0.179, 0.154, 0.330, 0.334, -0.018, -0.445, -0.460, -0.014, 0.225, 0.221, 0.233, 0.252, -0.028, -0.446, -0.459, 0.013, 0.230, 0.230, 0.232, 0.229, 0.020, -0.458, -0.450, -0.019, 0.220, 0.219, 0.213, 0.257, -0.013, -0.449, -0.452, 0.001, 0.245, 0.223, 0.223, 0.225, -0.003, -0.451, -0.446, -0.013, 0.232, 0.228, 0.227, 0.233], "charge": -1, "largest_force_ev_per_a": 2.14, "homo_energy_ha": -0.1841, "lumo_ev": 1.511}



No. 3
{"formula": "C21H29N5O7S", "method": "ωB97M-V/def2-TZVPD", "species": ["C", "C", "C", "N", "C", "O", "N", "C", "C", "O", "N", "C", "C", "C", "S", "O", "O", "N", "C", "C", "O", "C", "C", "C", "C", "C", "N", "C", "C", "O", "C", "C", "C", "O", "H", "H", "H", "H", "H", "H", "H", "H", "H", "H", "H", "H", "H", "H", "H", "H", "H", "H", "H", "H", "H", "H", "H", "H", "H", "H", "H", "H", "H"], "xyz": [[2.5058, -1.6161, 3.2657], [2.7481, -2.8377, 2.3757], [2.3804, -4.1389, 3.0865], [4.1027, -2.8676, 1.8652], [4.1855, -2.6362, 0.5380], [5.1593, -2.5381, -0.1567], [2.8565, -2.5745, 0.0750], [2.4980, -2.1686, -1.2601], [1.6788, -0.8761, -1.1370], [2.0049, 0.0029, -0.3734], [0.5741, -0.8450, -1.9209], [-0.3691, 0.1972, -1.9333], [0.0519, 1.5133, -1.8493], [-0.8739, 2.5363, -1.9044], [-0.3142, 4.2138, -1.6466], [0.9599, 4.3975, -2.2728], [-1.3850, 5.1104, -1.9709], [-0.0733, 4.3246, -0.0009], [-1.2575, 4.1923, 0.8137], [-0.9274, 4.7090, 2.2168], [0.1678, 4.0148, 2.7669], [1.3152, 4.1492, 1.9573], [1.0590, 3.6118, 0.5473], [-2.2145, 2.2659, -2.0869], [-2.6395, 0.9544, -2.1897], [-1.7417, -0.1119, -2.0750], [-2.1216, -1.4457, -2.1811], [-3.3809, -1.7952, -2.8135], [-4.5351, -1.9146, -1.8078], [-4.2114, -2.8218, -0.7792], [-3.0314, -2.4235, -0.1173], [-1.8399, -2.3605, -1.0802], [1.9499, -2.6691, 1.0846], [0.7499, -2.6237, 0.9568], [3.1056, -1.6845, 4.1703], [2.7669, -0.7056, 2.7304], [1.4547, -1.5686, 3.5361], [2.6390, -4.9938, 2.4661], [1.3109, -4.1543, 3.2768], [2.9120, -4.2151, 4.0318], [4.9137, -2.8630, 2.4594], [3.4338, -1.9710, -1.7920], [1.9404, -2.9635, -1.7629], [0.2992, -1.6752, -2.4265], [1.0994, 1.7490, -1.7716], [-2.0430, 4.7880, 0.3496], [-1.5776, 3.1396, 0.8774], [-1.7649, 4.5474, 2.8975], [-0.6993, 5.7830, 2.1577], [2.1039, 3.5788, 2.4495], [1.6047, 5.2080, 1.8948], [1.9114, 3.7986, -0.1045], [0.8648, 2.5301, 0.6010], [-2.9084, 3.0886, -2.1488], [-3.6901, 0.7607, -2.3346], [-3.6160, -1.0719, -3.5937], [-3.2360, -2.7768, -3.2801], [-5.4280, -2.3095, -2.2956], [-4.7671, -0.9314, -1.3706], [-2.8479, -3.1650, 0.6606], [-3.1762, -1.4360, 0.3485], [-0.9603, -2.0565, -0.5170], [-1.6770, -3.3585, -1.5022]], "forces_ev_per_angstrom": [[-0.078, -0.089, -0.222], [-0.216, -0.013, 0.428], [-0.087, 0.164, -0.233], [0.073, -0.051, 0.339], [-0.037, -0.104, -0.085], [0.337, 0.127, -0.280], [0.038, 0.038, -0.344], [0.030, 0.080, 0.213], [0.007, -0.399, -0.140], [0.150, 0.163, 0.142], [-0.217, -0.022, -0.390], [-0.137, 0.323, 0.126], [0.069, -0.108, -0.023], [0.153, 0.607, 0.077], [-0.059, 0.136, 0.145], [0.133, -0.347, 0.156], [-0.201, -0.283, 0.146], [-0.068, 0.181, -0.982], [-0.434, 0.090, 0.449], [-0.220, 0.014, -0.273], [-0.005, -0.145, 0.159], [0.116, -0.061, -0.309], [0.492, -0.149, 0.318], [-0.063, 0.129, -0.026], [0.081, -0.104, 0.024], [0.234, 0.367, 0.010], [0.084, -0.216, -0.263], [-0.314, -0.079, 0.085], [0.083, 0.117, -0.276], [-0.081, -0.126, -0.027], [0.406, -0.028, -0.022], [-0.314, -0.071, 0.548], [0.249, -0.196, 0.166], [-0.173, 0.016, 0.094], [0.054, -0.024, 0.088], [0.019, 0.087, -0.020], [-0.095, 0.017, 0.076], [0.012, -0.082, -0.030], [-0.098, -0.020, 0.081], [0.051, -0.005, 0.093], [0.046, 0.028, -0.138], [-0.160, -0.028, 0.007], [0.057, 0.087, -0.009], [0.095, 0.007, 0.096], [0.134, -0.074, 0.008], [-0.101, -0.034, 0.183], [-0.006, 0.074, 0.011], [0.008, 0.065, -0.110], [-0.056, -0.052, 0.018], [0.008, 0.065, -0.105], [0.028, -0.075, 0.005], [0.112, -0.093, 0.139], [0.048, 0.041, 0.000], [-0.151, 0.053, -0.020], [-0.077, -0.048, 0.014], [-0.008, -0.042, -0.032], [-0.090, 0.081, -0.027], [0.036, 0.104, -0.018], [-0.017, -0.071, -0.041], [0.036, 0.082, 0.021], [0.017, -0.062, 0.002], [-0.001, -0.053, -0.096], [0.066, 0.009, 0.077]], "nbo_charge": [-0.606, 0.021, -0.603, -0.621, 0.803, -0.606, -0.466, -0.312, 0.684, -0.612, -0.625, 0.177, -0.200, -0.365, 2.340, -0.935, -0.942, -0.669, -0.268, -0.071, -0.522, -0.072, -0.272, -0.181, -0.254, 0.163, -0.457, -0.245, -0.085, -0.523, -0.084, -0.265, 0.722, -0.609, 0.212, 0.231, 0.231, 0.220, 0.231, 0.214, 0.419, 0.270, 0.209, 0.413, 0.258, 0.238, 0.183, 0.198, 0.170, 0.199, 0.169, 0.241, 0.198, 0.245, 0.217, 0.215, 0.204, 0.199, 0.161, 0.203, 0.164, 0.252, 0.195], "charge": 0, "largest_force_ev_per_a": 1.00, "homo_energy_ha": -0.3048, "smiles": "CC1(C)NC(=O)N(CC(=O)Nc2cc(S(=O)(=O)N3CCOCC3)ccc2N2CCOCC2)C1=O", "lumo_ev": 0.452}



No. 4
{"formula": "C4H5NO", "method": "ωB97M-V/def2-TZVPD", "species": ["C", "C", "C", "N", "C", "O", "H", "H", "H", "H", "H"], "xyz": [[0.6176, -0.0509, 1.1794], [0.1743, -0.3584, -0.2508], [0.7549, 0.5031, -1.2438], [1.0690, 1.2366, -2.0899], [-1.3438, -0.0597, -0.5117], [-2.0943, 0.2389, 0.3790], [1.6979, -0.1612, 1.3056], [0.3429, 0.9698, 1.4458], [0.1156, -0.7317, 1.8676], [0.4076, -1.3990, -0.5268], [-1.7353, -0.2068, -1.5438]], "forces_ev_per_angstrom": [[-0.118, 0.007, 0.056], [-0.746, -0.060, 0.074], [1.258, 1.698, -2.020], [-0.346, -1.120, 1.316], [-0.575, -0.938, 1.029], [0.481, 0.068, -0.427], [-0.160, -0.038, -0.178], [-0.009, -0.072, -0.001], [0.005, 0.082, -0.045], [-0.271, 0.210, 0.034], [0.481, 0.163, 0.161]], "nbo_charge": [-0.594, -0.426, 0.271, -0.302, 0.453, -0.491, 0.226, 0.232, 0.230, 0.264, 0.138], "charge": 0, "largest_force_ev_per_a": 2.92, "homo_energy_ha": -0.3888, "smiles": "C[C@H](C#N)C=O", "lumo_ev": 0.615}